One molecule with the formula C4H13N3O in a non-equilibrium geometry, computed with the ωB97M-V functional and the def2-TZVPD basis.

Output
HOMO level: -8.471 eV
E_LUMO: 0.73 eV
F_max: 0.043 hartree/bohr
electronic energy: -10875.208 eV
relative energy (zero: lowest compared OMol25 entry of this formula, charge and spin): 2.4701 eV
net charge: 0

Structure (XYZ):
```
21
Properties=species:S:1:pos:R:3:nbo_charge:R:1
O -1.5838 1.9979 -2.0375 -0.744
N 0.2960 -1.2298 1.0882 -0.663
N -2.2623 0.2899 -0.0387 -0.836
N 2.7893 -1.5054 0.8442 -0.826
C -0.8206 0.4526 -0.3112 -0.082
C 0.0822 0.1782 0.9009 -0.241
C -0.6073 1.8308 -1.0353 -0.082
C 1.4294 -1.8549 0.3935 -0.060
H 1.0515 0.6596 0.8957 0.188
H 1.3872 -1.5768 -0.6975 0.151
H 1.2157 -2.8730 0.7690 0.204
H -1.2703 1.8753 -2.9339 0.478
H -0.5344 -0.3737 -1.0175 0.174
H 0.3775 1.7779 -1.5084 0.178
H -0.3886 0.5658 1.8254 0.201
H -2.7474 0.1256 -0.9145 0.366
H -2.6848 1.2121 0.1519 0.348
H 2.9272 -1.8492 1.7964 0.350
H 2.8738 -0.5200 1.0581 0.344
H -0.6297 -1.7271 1.0354 0.380
H -0.9006 2.5441 -0.2644 0.174
```

---

One molecule with the formula C21H26ClN3O3S, computed with the ωB97M-V functional and the def2-TZVPD basis.

Output
HOMO level: -7.938 eV
E_LUMO: 0.60 eV
F_max: 0.018 hartree/bohr
electronic energy: -56170.018 eV
relative energy (zero: lowest compared OMol25 entry of this formula, charge and spin): 0.6584 eV
net charge: 0

Structure (XYZ):
```
55
Properties=species:S:1:pos:R:3:nbo_charge:R:1
Cl 7.7669 -2.0085 -0.2511 0.001
S -3.7941 1.7024 -0.7495 2.308
O -4.7026 2.6672 -1.2929 -0.936
O -2.5316 1.5246 -1.4262 -0.958
O -0.6499 -0.4525 2.1824 -0.643
N -3.5743 2.1423 0.8573 -0.855
N 1.0875 0.6886 1.3348 -0.441
N 3.1013 -0.0092 -0.5497 -0.428
C -5.9075 0.0878 -0.1575 -0.178
C -6.5004 -1.1433 0.0589 -0.196
C -4.4379 -2.2716 -0.4849 0.078
C 5.0137 1.5165 -0.5031 -0.284
C -5.7822 -2.3241 -0.0951 -0.015
C 6.7126 -0.6376 -0.3418 -0.027
C 7.2544 0.6364 -0.3788 -0.279
C -2.5916 1.3892 1.6014 -0.231
C 4.4617 0.2304 -0.4556 0.178
C 1.6895 1.7126 0.5116 -0.231
C 1.9961 -0.4099 1.5992 -0.244
C 2.4783 -1.0240 0.2760 -0.216
C -3.8507 -1.0330 -0.7056 -0.205
C -3.6384 -3.5247 -0.6552 -0.651
C -0.2306 0.5399 1.6149 0.695
C 2.1716 1.0686 -0.8009 -0.223
C 6.3818 1.7056 -0.4693 -0.168
C -1.1427 1.6795 1.1944 -0.547
C 5.3505 -0.8508 -0.3854 -0.238
C -6.4435 -3.6433 0.1546 -0.635
C -4.5832 0.1241 -0.5401 -0.350
H -0.8020 2.6184 1.6356 0.218
H -7.5377 -1.1911 0.3563 0.214
H 2.8570 -0.0330 2.1628 0.195
H -6.4472 1.0134 -0.0444 0.240
H 1.3026 0.6420 -1.3145 0.207
H -7.4795 -3.5069 0.4522 0.220
H -2.7382 1.5813 2.6674 0.214
H -2.6252 -3.2916 -0.9693 0.221
H 4.3813 2.3877 -0.5574 0.209
H 1.6189 -1.4308 -0.2665 0.201
H -6.4179 -4.2599 -0.7430 0.222
H -2.8197 -0.9515 -1.0139 0.235
H -5.9236 -4.1871 0.9423 0.223
H 0.9861 2.5131 0.2986 0.222
H -3.5919 -4.0773 0.2824 0.221
H 6.7759 2.7103 -0.5024 0.216
H -2.8036 0.3328 1.4226 0.231
H -1.1191 1.7632 0.1053 0.265
H 4.9859 -1.8647 -0.3900 0.215
H 2.6211 1.8088 -1.4609 0.216
H -4.0953 -4.1743 -1.4008 0.218
H 3.1722 -1.8334 0.4881 0.215
H 8.3210 0.7831 -0.3428 0.228
H 2.5478 2.1275 1.0541 0.199
H 1.4609 -1.1491 2.1962 0.252
H -3.4863 3.1438 0.9430 0.399
```

---

C22H30N10O6P2SSc as an isolated structure in a non-equilibrium geometry, computed with the ωB97M-V functional and the def2-TZVPD basis.

Output
HOMO level: -9.583 eV
E_LUMO: -2.42 eV
F_max: 0.027 hartree/bohr
electronic energy: -100607.844 eV
relative energy (zero: lowest compared OMol25 entry of this formula, charge and spin): 0.6935 eV
net charge: +1

Structure (XYZ):
```
72
Properties=species:S:1:pos:R:3:nbo_charge:R:1
Sc 0.0196 -0.3970 0.3937 1.584
S 1.2769 -2.1926 1.8957 -0.256
P 1.2523 2.6364 1.5280 2.409
P 0.0283 0.6795 3.5273 2.412
O 0.2744 3.8030 0.9669 -0.990
O -0.7564 0.2268 2.3260 -1.149
O 2.6709 3.0851 1.5664 -1.135
O -1.0295 0.8897 4.7255 -0.990
O 0.9263 1.3944 0.7559 -1.162
O 1.1756 -0.1120 4.0425 -1.114
N 0.0745 1.0396 -1.7448 -0.437
N -1.0717 -1.5916 -1.8798 -0.449
N 2.1346 2.2261 3.9663 -0.744
N -1.3576 -2.1511 0.6718 -0.305
N -2.0924 0.5770 -0.0512 -0.489
N -0.2718 -2.8724 3.9042 -0.771
N 2.0582 -0.8746 -0.7278 -0.519
N -3.3452 2.1438 -0.9540 -0.489
N -0.8665 2.7627 -2.7546 -0.491
N -1.3947 -2.5305 1.9553 -0.453
C -2.3717 -2.4666 -0.0880 0.223
C -2.1325 1.5389 -0.9591 0.322
C 2.1336 -1.9548 -1.5130 0.073
C -3.2298 -2.4988 -2.4285 -0.238
C 3.2377 -2.2605 -2.2838 -0.254
C -3.5797 -3.1855 0.4324 -0.689
C -3.0076 -2.2631 -3.7689 -0.148
C 4.3668 -1.4440 -2.2354 0.061
C -1.7861 -1.7301 -4.1635 -0.255
C 0.0370 3.5200 3.9795 -0.626
C 0.3698 2.6018 -3.3084 -0.065
C -3.3066 0.5666 0.5572 -0.057
C -0.2484 -2.4997 2.6157 0.319
C 3.1494 -0.1079 -0.6555 0.070
C 4.3085 -0.3600 -1.3678 -0.256
C -1.0067 1.7958 -1.8084 0.300
C -2.2372 -2.1566 -1.4962 0.175
C -0.8634 -1.4212 -3.1772 0.058
C 0.9305 1.5280 -2.6732 -0.074
C -4.0976 1.5368 0.0095 -0.071
C 5.5813 -1.7365 -3.0488 -0.642
C 0.8031 2.3896 3.3328 -0.618
H 0.1018 -1.0144 -3.4476 0.202
H -1.5497 -1.5650 -5.2028 0.229
H 0.5766 -2.7648 4.4334 0.420
H 2.2637 2.7674 4.8224 0.420
H 5.1618 0.2877 -1.2400 0.228
H 2.1460 1.1689 4.1685 0.484
H 1.2653 -2.6031 -1.5120 0.225
H -3.5814 -4.2235 0.1014 0.241
H -3.5430 -3.1700 1.5181 0.266
H 0.5903 4.4606 3.9210 0.219
H 0.7463 4.6367 0.9858 0.513
H -0.9172 3.6495 3.4730 0.241
H -0.1636 3.2796 5.0253 0.236
H -1.9220 0.9900 4.3963 0.507
H 2.8279 2.5007 3.2222 0.472
H -3.5201 -0.1343 1.3428 0.242
H -4.4938 -2.7109 0.0853 0.219
H -4.1534 -2.9552 -2.1061 0.231
H 3.0904 0.7545 -0.0032 0.231
H -1.5272 3.4825 -3.0050 0.426
H -3.6482 2.9075 -1.5333 0.426
H 3.2258 -3.1386 -2.9086 0.227
H -3.7666 -2.5032 -4.4973 0.228
H 0.7332 3.2324 -4.0951 0.235
H 6.3655 -1.0143 -2.8389 0.225
H -1.1558 -2.9367 4.3842 0.402
H 5.3514 -1.7053 -4.1135 0.234
H -5.1041 1.8363 0.2075 0.235
H 1.8940 1.0856 -2.8288 0.230
H 5.9502 -2.7350 -2.8201 0.238
```

---

C10H22BO2SbSe6Tl as an isolated structure, computed with the ωB97M-V functional and the def2-TZVPD basis.

Output
HOMO level: -4.197 eV
E_LUMO: 1.96 eV
F_max: 0.014 hartree/bohr
electronic energy: -418813.574 eV
relative energy (zero: lowest compared OMol25 entry of this formula, charge and spin): 0.4081 eV
net charge: -1

Structure (XYZ):
```
43
Properties=species:S:1:pos:R:3:mulliken_charge:R:1
Tl 1.1635 1.8934 -0.8855 0.737
Sb 2.9412 4.7235 -0.2496 0.738
Se 0.3527 4.3071 -0.7179 -0.493
Se 0.4084 1.4083 2.0467 0.112
Se 3.6248 2.2268 -0.0938 -0.515
Se -2.6143 0.7363 -0.3943 0.198
Se 3.8537 5.6673 -2.2533 -0.638
Se 3.2000 5.8271 1.8742 -0.669
O 0.9918 -1.0315 -0.0618 -0.184
O 0.3183 -1.1165 -2.2359 -0.541
C 0.9770 -2.4384 -0.4045 1.603
C -1.5005 1.7912 2.1060 -0.470
C 0.3706 -3.2034 0.7517 -1.790
C -2.3588 0.6675 1.5351 -0.825
C -3.7508 2.3088 -0.3726 -0.999
C 2.4269 -2.8511 -0.6108 -2.036
C 0.1345 -2.4585 -1.7150 1.749
C 0.9048 3.0643 2.8975 -0.973
C -1.3565 -2.6270 -1.4780 -1.531
C 0.6205 -3.4440 -2.7567 -1.844
B 0.7263 -0.3070 -1.2088 -0.003
H 0.2682 -4.2662 0.5005 0.345
H -4.7071 2.0801 0.0866 0.302
H -0.0450 -3.4175 -3.6218 0.458
H -3.3545 0.6918 1.9724 0.535
H 0.5337 3.8988 2.3146 0.276
H -3.8956 2.6043 -1.4084 0.319
H 2.9828 -2.6194 0.2977 0.514
H -1.7514 1.9529 3.1521 0.384
H -1.7270 -1.8948 -0.7560 -0.061
H 0.5118 3.0792 3.9107 0.364
H -1.5896 -3.6335 -1.1179 0.339
H -1.9399 -0.3152 1.7396 0.288
H 1.0248 -3.1136 1.6204 0.472
H 2.8819 -2.2915 -1.4303 0.375
H 0.6202 -4.4603 -2.3517 0.325
H -1.8831 -2.4581 -2.4211 0.427
H -0.6097 -2.8096 1.0227 0.291
H 1.9851 3.1064 2.9062 0.296
H 2.5154 -3.9216 -0.8180 0.345
H -1.6340 2.7275 1.5665 0.141
H -3.2482 3.1143 0.1553 0.294
H 1.6272 -3.1984 -3.0929 0.343
```

---

An isolated ion of composition C10H20N5O2 and charge +1, computed with the ωB97M-V functional and the def2-TZVPD basis.

Output
HOMO level: -12.798 eV
E_LUMO: -4.10 eV
F_max: 0.018 hartree/bohr
electronic energy: -22231.311 eV
relative energy (zero: lowest compared OMol25 entry of this formula, charge and spin): 0.0000 eV
net charge: +1

Structure (XYZ):
```
37
Properties=species:S:1:pos:R:3:nbo_charge:R:1
O 2.3142 -0.5827 -1.1600 -0.452
O -2.5778 -1.4479 2.5581 -0.555
N -2.6486 -0.0590 0.7615 -0.443
N 0.7093 1.3139 -3.4625 0.090
N -0.2275 1.0341 -2.6078 -0.126
N 1.8195 0.7636 -3.0599 -0.259
N 0.2525 0.3016 -1.5957 -0.141
C -2.7160 -1.3303 1.3654 0.682
C -2.2245 0.9970 1.6991 -0.231
C 4.2156 -0.2187 0.3776 -0.436
C -2.1514 2.3655 1.0349 -0.626
C 1.5440 0.1349 -1.9046 0.675
C -2.0016 -0.0296 -0.5351 -0.236
C 3.7411 -0.2005 -1.0801 -0.062
C -3.0398 -2.5042 0.4780 -0.723
C -0.4826 -0.2262 -0.4338 -0.253
C 3.1215 -0.4231 1.4178 -0.602
H -1.2253 2.4895 0.4634 0.179
H -1.1738 1.3648 -2.7403 0.458
H 4.9733 -0.9921 0.4850 0.228
H -3.7865 -2.2493 -0.2711 0.232
H 3.8624 0.7785 -1.5379 0.206
H 4.7022 0.7367 0.5717 0.225
H 2.3609 0.3568 1.3737 0.190
H -2.1462 -2.8561 -0.0426 0.220
H -0.2534 -1.2912 -0.4016 0.246
H -2.9596 1.0254 2.4982 0.244
H -2.4104 -0.8192 -1.1612 0.236
H -0.0528 0.2232 0.4580 0.248
H -2.9789 2.5341 0.3464 0.215
H -2.2549 0.9071 -1.0331 0.197
H 2.6521 -1.4019 1.3432 0.214
H -2.1521 3.1423 1.7945 0.247
H 4.2797 -0.9186 -1.6916 0.216
H 3.5663 -0.3612 2.4104 0.238
H -3.3840 -3.3104 1.1156 0.268
H -1.2670 0.7533 2.1664 0.188
```

---

C2H6O4 as an isolated structure in a non-equilibrium geometry, computed with the ωB97M-V functional and the def2-TZVPD basis.

Output
HOMO level: -9.947 eV
E_LUMO: 0.61 eV
F_max: 0.072 hartree/bohr
electronic energy: -10355.919 eV
relative energy (zero: lowest compared OMol25 entry of this formula, charge and spin): 5.5082 eV
net charge: 0

Structure (XYZ):
```
12
Properties=species:S:1:pos:R:3:nbo_charge:R:1
O 1.5063 -0.4774 0.4529 -0.649
O -0.5051 -1.4507 0.9384 -0.698
O 0.7513 0.1454 -2.1418 -0.453
O -0.2658 -0.5906 -1.4219 -0.433
C 0.3065 -0.5148 0.4049 0.848
C -0.5983 1.0409 0.6475 -0.870
H -1.6925 1.0563 0.6651 0.253
H 0.0318 -2.2553 1.0341 0.499
H -0.2902 1.1137 1.6881 0.274
H -0.1354 1.8647 0.1074 0.255
H -0.6684 0.2779 -0.6492 0.503
H 1.5597 -0.2102 -1.7253 0.472
```

---

Q: Which of these has the highest HOMO level?
A: C10H22BO2SbSe6Tl

---

Q: Among the records above, which one has the lowest HOMO level?
A: C10H20N5O2